[1]
Molecular formula: C28H26NNiOP2S2
Method: DFT, ωB97M-V/def2-TZVPD

```
61
Properties=species:S:1:pos:R:3:forces:R:3
Ni 0.2175 0.4359 -0.0613 0.315 0.334 0.487
S -1.1280 -2.6625 0.3724 0.033 -0.019 0.024
S -1.2577 2.3483 0.3764 0.102 -0.149 -0.232
P -0.2395 -1.6742 1.8732 -0.025 0.061 0.179
P -1.1275 1.2952 2.0832 -0.311 -0.299 0.086
O 0.1311 0.4069 -2.0437 0.017 0.087 -0.134
N 0.8128 -0.8101 -3.8011 -0.059 0.045 -0.034
C -1.7872 -3.3634 3.5531 -0.027 0.042 0.045
C 3.9490 -3.4665 2.6737 0.018 0.021 0.017
C -4.7428 -0.5619 2.6341 0.009 0.006 0.001
C 0.4696 3.9613 5.5016 -0.032 -0.033 0.084
C -3.6371 1.9130 3.2079 -0.030 -0.058 -0.006
C 0.7560 4.2731 4.1831 -0.016 -0.032 -0.134
C 1.8027 -3.6154 1.5926 0.015 -0.018 0.021
C -0.7322 -1.4927 4.6212 0.014 -0.039 0.055
C -5.5123 0.4093 3.2566 -0.003 -0.026 -0.002
C 1.8090 -1.2108 -1.5839 -0.004 0.059 0.106
C 1.4321 -2.3950 2.1385 0.023 0.072 0.045
C -4.9587 1.6527 3.5356 0.014 0.036 0.008
C -2.8523 0.9324 2.6019 0.073 0.054 0.053
C 1.9803 -0.3601 -0.3249 -0.435 -0.004 -0.250
C 0.8599 -0.4848 -2.4872 0.105 -0.119 0.033
C -0.5668 2.3997 3.4340 -0.008 -0.037 0.129
C 2.3293 -1.7128 2.9581 0.021 -0.005 -0.030
C 3.5797 -2.2450 3.2270 0.007 -0.027 -0.016
C -3.4193 -0.3003 2.3021 -0.056 0.018 -0.012
C -0.8538 2.0923 4.7664 0.035 0.048 -0.103
C -0.3415 2.8691 5.7920 0.039 0.046 0.043
C -2.3284 -3.7485 4.7734 -0.018 -0.017 -0.010
C -0.0782 0.0101 1.8740 0.156 -0.150 -0.419
C -2.0771 -3.0046 5.9175 -0.003 0.001 0.013
C -0.9884 -2.2296 3.4682 -0.050 0.066 -0.071
C 3.0604 -4.1476 1.8563 -0.015 -0.019 -0.016
C -1.2738 -1.8744 5.8401 -0.001 0.005 -0.020
C 0.2353 3.4970 3.1522 0.048 0.042 0.064
H 2.0431 -0.7398 3.3412 -0.001 -0.003 -0.007
H 0.4412 3.7324 2.1151 0.014 0.022 0.000
H 4.2746 -1.7027 3.8573 -0.002 0.003 0.001
H 1.3845 5.1245 3.9508 -0.003 0.001 -0.002
H -0.5768 2.6255 6.8214 0.004 0.004 0.000
H 0.0420 -0.4497 -4.3383 0.003 0.005 0.000
H -2.8422 -1.0550 1.7808 -0.005 0.015 0.001
H -1.4948 1.2502 4.9975 0.005 -0.018 0.008
H -0.1037 -0.6133 4.5520 -0.010 0.023 -0.005
H -5.1668 -1.5309 2.4001 -0.008 0.003 0.003
H -5.5584 2.4214 4.0087 0.002 -0.004 0.001
H 2.5880 0.5274 -0.5465 0.031 0.002 0.003
H 2.7280 -1.4702 -2.1280 -0.006 -0.015 -0.030
H -2.5078 -3.3019 6.8663 0.000 -0.003 -0.003
H 1.0984 -4.1313 0.9507 0.006 0.000 -0.003
H -2.9577 -4.6293 4.8292 0.001 0.001 -0.002
H 4.9298 -3.8808 2.8758 -0.001 0.001 -0.001
H 1.2589 -1.6518 -4.1155 0.019 -0.012 0.023
H -1.9945 -3.9207 2.6473 0.006 -0.005 -0.004
H 1.3020 -2.1471 -1.3157 0.013 -0.006 -0.004
H -6.5432 0.2031 3.5192 0.000 -0.001 -0.003
H 2.4646 -0.9178 0.4672 0.002 -0.002 0.018
H 0.8710 4.5683 6.3044 -0.002 -0.005 0.001
H -1.0725 -1.2871 6.7288 0.001 -0.001 -0.002
H -3.2106 2.8862 3.4197 -0.013 0.005 0.006
H 3.3475 -5.0964 1.4181 -0.007 -0.001 -0.001
```
Forces are in eV/Å.

Output
E_LUMO (spin up / spin down) in eV: 2.855 / 2.857
Energy in eV: -114289.90774
Total charge: -1
Energy above the lowest of the compared OMol25 structures with the same formula, charge and spin in kcal/mol: 0.0

[2]
Molecular formula: C6H7NO
Method: DFT, ωB97M-V/def2-TZVPD

```
15
Properties=species:S:1:pos:R:3:forces:R:3
O -3.2506 0.1255 -0.2278 -0.737 0.663 0.304
N 2.0583 2.1654 0.0008 -2.589 -2.629 -0.269
C 1.0272 -1.3580 -0.2331 3.756 1.054 1.705
C -2.1181 -0.3231 0.3579 3.332 -4.112 1.271
C 1.2967 1.2614 -0.0595 3.545 1.015 0.177
C -0.8127 0.4151 0.1413 1.612 2.440 -0.372
C 2.3600 -1.6757 0.1106 -2.932 0.096 -2.482
C 0.5070 0.0236 -0.0694 -2.623 1.128 -0.197
H -0.7825 1.6122 0.2358 -1.073 -2.799 -0.110
H 0.3074 -2.1005 -0.5150 -0.234 -0.389 0.375
H 3.1839 -0.9201 -0.0148 -1.013 -0.822 0.985
H 2.5559 -2.7693 0.0985 0.387 1.018 0.021
H -3.1265 -0.0594 -1.1423 -0.336 0.034 -1.329
H -1.9102 -1.5135 0.2438 -0.404 2.246 -0.836
H -2.1919 -0.4711 1.4238 -0.690 1.057 0.755
```
Forces are in eV/Å.

Output
E_LUMO in eV: -0.148
SMILES: C=C/C(C#N)=C\CO
Energy in eV: -9869.53363
Total charge: 0
Energy above the lowest of the compared OMol25 structures with the same formula, charge and spin in kcal/mol: 72.0

[3]
Molecular formula: C39H35BF6O3S
Method: DFT, ωB97M-V/def2-TZVPD

```
85
Properties=species:S:1:pos:R:3:forces:R:3
S 1.8365 -3.1603 -0.8272 -0.148 0.842 -0.142
F 0.9391 -1.1151 -5.8617 -0.685 0.070 0.459
F 0.7853 3.7280 -2.4824 -0.516 -0.604 0.274
F -1.3578 3.2925 -2.5348 0.986 -0.234 0.415
F -0.2521 3.1555 -0.6373 0.161 -0.046 -1.110
F -0.6466 -2.3414 -4.9727 0.551 1.039 -0.288
F -1.1198 -0.3504 -5.7862 0.895 -0.582 0.382
O -2.7851 -2.9714 3.4728 -0.031 -0.388 -0.806
O -6.0278 -5.6566 2.0642 0.026 0.759 -0.258
O -1.8231 -4.2380 1.7672 -0.772 0.334 0.675
C -4.5875 -4.7879 0.3992 -1.070 -0.944 0.366
C -0.0805 0.9228 -3.5225 -0.292 -0.055 0.016
C -3.2729 1.4227 2.5571 0.422 -0.180 -0.083
C -1.4866 -3.4177 3.9631 0.528 -0.300 -0.047
C -2.8088 0.1249 -1.3585 0.048 -0.472 0.410
C 4.4809 -3.7704 -0.0238 -0.268 -0.604 -0.079
C -0.1640 2.8931 -1.9757 -0.599 0.722 0.329
C -2.7771 0.7673 -0.0643 0.025 -0.233 -0.049
C -3.1296 -1.5489 -3.4963 -0.105 -0.108 -0.137
C -3.3486 2.4158 1.5626 0.135 0.083 -0.015
C -4.7206 -2.2734 1.5772 0.222 -0.312 -0.575
C 0.3970 -1.2804 -2.6876 -0.138 -0.003 0.964
C -2.6656 -2.0901 -2.2958 -0.395 -0.229 -0.283
C -5.4580 -4.5591 1.5056 0.277 -0.363 0.508
C 0.0682 -0.4441 -3.7278 -0.114 0.310 -0.192
C 3.0799 -1.8504 0.9667 -0.078 -0.874 -0.409
C 0.3863 -4.6499 2.5327 0.161 0.229 0.149
C -2.4937 -1.5518 0.2721 -1.314 -0.422 1.429
C -3.2741 0.6482 -2.5549 0.147 -0.062 -0.029
C 0.5459 -0.7822 -1.3753 -0.459 1.176 -1.560
C -2.5971 -0.2434 0.9327 -0.852 0.083 -0.980
C 0.0874 1.4339 -2.2375 0.040 0.035 -0.295
C 1.0940 -1.5929 -0.3358 3.119 -1.447 1.962
C -5.5891 -3.2493 2.0077 -0.590 -0.378 0.460
C -3.4544 -2.6448 0.8886 -0.911 1.435 -2.247
C -3.4537 -0.1950 -3.6384 0.137 -0.132 -0.114
C -1.5773 -5.9427 3.3525 0.034 -0.272 0.287
C 3.2454 -2.9593 0.1400 -0.583 1.801 1.123
C -0.4946 -2.2494 3.9520 -0.229 0.130 -0.100
C 1.8737 -1.1182 0.7401 -0.374 -0.639 -1.114
C -2.5665 -1.2822 -1.1592 -0.776 0.575 0.208
C -3.6234 -3.8871 0.1063 -0.245 0.448 -0.068
C -1.0793 -4.5670 2.9340 0.033 -0.358 0.534
C -6.7607 -5.5960 3.3178 0.092 -0.032 -0.444
C -0.1784 -1.0541 -5.0845 -0.611 -0.294 -0.465
C 0.4193 0.6078 -1.1853 -0.100 -0.761 0.058
C -3.1088 2.0835 0.2319 0.120 0.013 0.604
C -1.7300 -3.8585 5.3831 0.169 -0.177 0.238
C -2.8846 0.1137 2.2550 -0.001 0.209 0.264
B -2.8411 -3.3934 2.1734 2.964 0.859 -0.418
H -2.8669 -0.6611 3.0214 0.034 0.373 0.026
H 5.3185 -3.4049 0.5676 -0.203 0.167 0.139
H -1.4361 -6.6370 2.5179 -0.048 0.143 0.086
H 4.7838 -3.7515 -1.0709 0.057 -0.136 -0.005
H -0.8994 -1.4268 4.5614 0.074 -0.208 -0.285
H -0.8422 -4.3561 5.7767 -0.068 -0.083 0.087
H -2.4210 -3.1496 -2.2579 -0.025 0.181 -0.141
H -0.4152 1.5536 -4.3347 0.100 0.076 0.019
H 0.5788 1.0160 -0.1995 -0.119 0.098 -0.003
H -6.3763 -3.0415 2.7491 0.401 0.049 -0.518
H -1.9116 -2.9706 5.9929 -0.076 -0.115 0.002
H -3.4825 1.6820 3.5946 -0.002 -0.023 -0.219
H 1.0132 -4.8589 3.4113 -0.080 0.117 -0.228
H 1.6839 -0.1835 1.2517 -0.029 0.046 -0.170
H -2.6455 -5.9340 3.6109 0.242 0.038 -0.033
H -7.7203 -5.0750 3.1927 0.297 -0.118 -0.015
H -4.6915 -5.7429 -0.1220 0.226 0.313 0.178
H -3.8049 0.2036 -4.5936 0.053 -0.244 0.318
H 0.5146 -5.4747 1.8196 -0.073 0.191 0.165
H -2.5980 -4.5199 5.4509 0.210 0.037 0.043
H -6.9396 -6.6534 3.5481 -0.009 0.422 0.021
H -6.1798 -5.1289 4.1290 -0.035 -0.085 -0.436
H 3.8625 -1.5369 1.6608 -0.331 -0.055 -0.169
H -3.5807 3.4476 1.8342 -0.036 -0.339 -0.038
H 0.7194 -3.7255 2.0388 -0.056 -0.264 0.224
H -0.2996 -1.8835 2.9310 -0.065 -0.091 0.333
H -3.2682 -2.1997 -4.3574 0.145 0.037 0.172
H 0.4488 -2.5652 4.4220 -0.227 0.045 -0.256
H -3.5452 1.6984 -2.6141 0.101 -0.074 -0.040
H 4.2873 -4.8053 0.2648 0.187 -0.105 -0.093
H -2.9127 -4.1107 -0.6790 0.115 0.025 0.379
H -4.9335 -1.2340 1.8034 0.446 -0.074 0.361
H 0.5211 -2.3394 -2.8812 -0.058 0.119 0.024
H -1.0046 -6.3249 4.2010 -0.125 -0.012 0.028
H -3.1924 2.8181 -0.5685 -0.058 -0.098 0.238
```
Forces are in eV/Å.

Output
E_LUMO in eV: -1.149
Energy in eV: -74969.75048
Total charge: 0
Energy above the lowest of the compared OMol25 structures with the same formula, charge and spin in kcal/mol: 0.0